No. 1
Below is a molecular structure, C33H29BrGeN5O2S2W, with properties calculated with ωB97M-V/def2-TZVPD.

Last column: Mulliken charge in e.
Element x y z (Å)
1 W -0.649 0.635 0.695  1.821
2 C -3.899 3.783 4.289  -1.280
3 C -2.899 2.705 4.463  0.921
4 N -2.565 2.140 5.573  -0.750
5 N -1.624 1.214 5.233  0.298
6 C -1.357 1.186 3.939  0.232
7 S -0.241 0.154 3.147  -0.366
8 N -2.164 2.142 3.422  0.398
9 N -2.219 2.418 2.059  -0.827
10 H -4.326 4.018 5.259  0.357
11 H -4.701 3.468 3.620  0.333
12 H -3.437 4.685 3.883  0.337
13 H -1.221 0.624 5.947  0.189
14 H -2.061 3.411 1.904  0.296
15 H -3.138 2.172 1.703  0.293
16 O -2.788 1.845 -2.510  -0.530
17 C -2.506 1.011 -1.715  0.553
18 O -1.657 1.390 -0.671  -0.600
19 C -2.928 -0.412 -1.767  0.159
20 C -3.569 -0.772 -2.950  -0.759
21 C -4.042 -2.062 -3.142  -0.736
22 C -3.911 -3.002 -2.136  -0.549
23 C -3.302 -2.656 -0.938  -1.004
24 C -2.793 -1.376 -0.752  1.119
25 S -2.075 -1.113 0.841  -0.218
26 H -3.688 -0.022 -3.720  0.554
27 H -4.520 -2.326 -4.076  0.445
28 H -4.288 -4.007 -2.276  0.469
29 H -3.206 -3.383 -0.142  0.538
30 Br 3.628 5.945 -0.074  -0.047
31 C 2.505 4.484 0.164  -0.068
32 C 1.963 3.823 -0.930  -0.738
33 C 1.142 2.739 -0.711  -0.270
34 N 0.848 2.287 0.526  -0.154
35 C 1.374 2.943 1.581  -0.507
36 C 2.195 4.035 1.447  -0.579
37 H 2.171 4.138 -1.943  0.576
38 H 0.700 2.215 -1.547  0.529
39 H 1.148 2.537 2.560  0.452
40 H 2.598 4.519 2.326  0.498
41 C -0.877 -5.232 -1.626  -0.547
42 C -0.537 -4.340 -2.630  -0.800
43 C 0.019 -3.106 -2.307  -0.346
44 C 0.225 -2.747 -0.977  0.196
45 C -0.124 -3.656 0.025  -0.062
46 C -0.665 -4.891 -0.294  -0.911
47 Ge 1.067 -1.045 -0.534  0.722
48 C 2.445 -1.308 0.812  0.335
49 C 3.019 -0.259 1.533  0.130
50 C 4.036 -0.492 2.448  -0.706
51 C 4.503 -1.782 2.651  -0.622
52 C 3.954 -2.836 1.932  -0.717
53 C 2.932 -2.602 1.023  -0.513
54 C 1.718 -0.155 -2.127  0.309
55 C 3.063 0.186 -2.245  -0.422
56 C 3.516 0.872 -3.367  -0.796
57 C 2.627 1.233 -4.369  -0.693
58 C 1.280 0.899 -4.261  -0.712
59 C 0.831 0.208 -3.146  0.100
60 H -1.291 -6.200 -1.878  0.446
61 H -0.688 -4.609 -3.668  0.485
62 H 0.307 -2.434 -3.106  0.361
63 H 0.045 -3.411 1.069  0.425
64 H -0.910 -5.595 0.491  0.452
65 H 2.705 0.762 1.366  0.472
66 H 4.476 0.335 2.993  0.458
67 H 5.298 -1.966 3.361  0.411
68 H 4.325 -3.842 2.074  0.455
69 H 2.522 -3.438 0.469  0.448
70 H 3.764 -0.087 -1.464  0.475
71 H 4.566 1.120 -3.462  0.465
72 H 2.983 1.766 -5.241  0.429
73 H 0.588 1.172 -5.048  0.471
74 H -0.223 -0.054 -3.076  0.418

The LUMO energy (alpha / beta) comes out at -7.6 / -7.1 eV. As for the HOMO energy (alpha / beta): -13.7 / -13.6 eV. The multiplicity is 2. The value obtained for the electronic energy is -196278.2471 eV. Its total charge is +2. The gap between HOMO and LUMO (alpha / beta) is 6.11 / 6.48 eV. The value obtained for the relative energy (zero: lowest compared OMol25 entry of this formula, charge and spin) is 59.85 kJ/mol.

---

No. 2
Below is a molecular structure, C16H32N4NiSSi2Te, with properties calculated with ωB97M-V/def2-TZVPD.

Last column: Mulliken charge in e.
Element x y z (Å)
1 Ni 0.114 -0.856 -0.367  -0.626
2 C 2.338 -2.339 2.866  -1.757
3 C 1.773 -1.613 1.698  0.896
4 N 0.541 -1.597 1.341  0.220
5 N -0.444 -2.258 2.022  -0.106
6 C -1.681 -2.234 1.474  0.578
7 N -2.669 -2.816 2.129  -0.350
8 S -1.947 -1.470 -0.031  -0.350
9 C 2.599 -0.741 0.830  0.459
10 C 3.896 -0.393 1.132  -0.535
11 C 4.540 0.552 0.335  -0.629
12 C 3.850 1.120 -0.715  -0.729
13 C 2.551 0.697 -0.974  -0.181
14 N 1.943 -0.230 -0.243  0.203
15 H 1.721 -3.183 3.170  0.521
16 H 2.449 -1.660 3.715  0.387
17 H 3.324 -2.732 2.624  0.454
18 H -0.258 -2.639 2.940  0.222
19 H -2.553 -3.258 3.028  0.203
20 H -3.598 -2.800 1.736  0.237
21 H 4.398 -0.823 1.986  0.407
22 H 5.557 0.848 0.554  0.454
23 H 4.298 1.881 -1.339  0.502
24 H 1.989 1.120 -1.794  0.676
25 C 0.385 0.305 -6.385  -1.022
26 Si 1.827 0.493 -5.225  0.119
27 C 3.444 0.106 -6.049  -1.054
28 C 1.843 2.193 -4.446  -0.956
29 C 1.611 -0.795 -3.823  -0.608
30 Te -0.280 -0.618 -2.854  0.351
31 C -1.004 -2.559 -3.334  -0.938
32 Si -0.134 -4.168 -2.791  0.046
33 C 1.642 -4.238 -3.353  -1.071
34 C -0.160 -4.306 -0.924  -0.538
35 C -1.137 -5.522 -3.570  -1.040
36 H 0.498 0.985 -7.232  0.358
37 H -0.571 0.543 -5.914  0.350
38 H 0.329 -0.707 -6.791  0.358
39 H 3.635 0.807 -6.863  0.363
40 H 3.442 -0.898 -6.476  0.346
41 H 4.282 0.175 -5.352  0.343
42 H 1.897 2.959 -5.221  0.404
43 H 2.716 2.337 -3.806  0.236
44 H 0.937 2.403 -3.868  0.345
45 H 2.407 -0.753 -3.080  0.539
46 H 1.607 -1.803 -4.235  0.079
47 H -1.075 -2.522 -4.425  0.512
48 H -2.032 -2.556 -2.962  0.559
49 H 2.271 -3.492 -2.862  0.322
50 H 1.746 -4.127 -4.434  0.355
51 H 2.046 -5.220 -3.096  0.418
52 H 0.487 -3.552 -0.463  -0.043
53 H 0.218 -5.288 -0.633  0.469
54 H -1.169 -4.201 -0.522  0.229
55 H -1.110 -5.460 -4.660  0.326
56 H -2.182 -5.485 -3.260  0.345
57 H -0.742 -6.500 -3.289  0.343

The LUMO energy comes out at -7.1 eV. As for the HOMO energy: -14.6 eV. The multiplicity is 1. The value obtained for the electronic energy is -97987.3541 eV. Its total charge is +2. The gap between HOMO and LUMO is 7.49 eV.

---

No. 3
Below is a molecular structure, C20H33CuGe2N9Te, with properties calculated with ωB97M-V/def2-TZVPD.

Last column: Mulliken charge in e.
Element x y z (Å)
1 Cu -0.872 -1.464 -0.692  -1.912
2 C 2.418 -1.725 2.288  -0.785
3 C 2.667 -2.312 0.913  -0.601
4 Ge 1.507 -1.530 -0.557  1.100
5 C 2.171 -2.263 -2.330  -0.652
6 C 3.681 -2.125 -2.447  -1.231
7 C 1.868 0.427 -0.531  -1.938
8 C 1.034 1.459 -0.663  1.339
9 Ge -0.984 1.048 -0.771  1.563
10 C -1.809 1.548 -2.574  -0.593
11 C -2.043 3.018 -2.892  -1.072
12 C -2.000 1.695 0.886  0.510
13 C -2.049 3.175 1.230  -1.297
14 C 1.476 2.856 -0.696  0.184
15 C 2.823 3.233 -0.675  -0.538
16 C 3.196 4.564 -0.672  -0.750
17 C 2.237 5.564 -0.688  -0.498
18 C 0.900 5.211 -0.731  -1.209
19 C 0.531 3.879 -0.743  0.106
20 H 3.192 -2.044 2.985  0.444
21 H 1.450 -2.058 2.666  -0.100
22 H 2.419 -0.635 2.254  0.235
23 H 2.555 -3.394 0.923  0.329
24 H 3.687 -2.080 0.597  0.444
25 H 1.679 -1.729 -3.142  0.410
26 H 1.882 -3.311 -2.391  0.397
27 H 3.985 -1.082 -2.371  0.293
28 H 4.016 -2.507 -3.410  0.392
29 H 4.179 -2.691 -1.665  0.317
30 H 2.933 0.587 -0.413  0.145
31 H -2.759 1.016 -2.583  0.397
32 H -1.173 1.103 -3.342  0.425
33 H -2.645 3.492 -2.119  0.262
34 H -2.587 3.101 -3.833  0.408
35 H -1.104 3.561 -3.001  0.283
36 H -1.577 1.149 1.733  -0.700
37 H -3.013 1.323 0.742  0.369
38 H -1.063 3.575 1.454  0.312
39 H -2.674 3.310 2.112  0.433
40 H -2.493 3.757 0.425  0.289
41 H 3.601 2.484 -0.662  0.358
42 H 4.244 4.819 -0.657  0.402
43 H 2.526 6.606 -0.678  0.409
44 H 0.142 5.978 -0.758  0.398
45 H -0.516 3.617 -0.788  0.401
46 N -3.106 -3.847 -0.704  -0.032
47 C -3.495 -2.539 -0.686  0.403
48 N -4.758 -2.144 -0.614  -0.472
49 N -4.710 -0.820 -0.633  -0.893
50 N -3.509 -0.407 -0.712  -0.153
51 N -2.686 -1.467 -0.749  1.229
52 C -1.805 -4.228 -0.597  0.429
53 N -1.335 -5.463 -0.478  -0.493
54 N -0.024 -5.333 -0.380  -0.865
55 N 0.328 -4.110 -0.430  -0.167
56 N -0.777 -3.357 -0.573  0.983
57 H -3.829 -4.545 -0.624  0.241
58 C -1.178 -3.333 3.757  -1.161
59 Te -1.467 -1.507 2.623  0.424
60 C -0.592 -0.211 4.129  -1.237
61 H -0.224 -3.296 4.267  0.362
62 H -1.186 -4.167 3.065  0.354
63 H -1.976 -3.462 4.479  0.391
64 H -1.331 0.093 4.859  0.415
65 H -0.197 0.669 3.640  0.373
66 H 0.215 -0.732 4.628  0.389

The LUMO energy (alpha / beta) comes out at -0.7 / -3.6 eV. As for the HOMO energy (alpha / beta): -8.3 / -8.2 eV. The multiplicity is 2. The value obtained for the electronic energy is -199646.1187 eV. Its total charge is 0. The gap between HOMO and LUMO (alpha / beta) is 7.56 / 4.66 eV. The value obtained for the relative energy (zero: lowest compared OMol25 entry of this formula, charge and spin) is 153.90 kJ/mol.

---

- Which value of total charge does entry 3 give?
  0

---

- electronic energy of number 3 (C20H33CuGe2N9Te)?
  -199646.1187 eV